Record 1
63
Properties=species:S:1:pos:R:3:lowdin_charge:R:1 method="wB97M-V/def2-TZVPD" lumo_energy_ev=1.8 multiplicity=1 homo_lumo_gap_ha=0.2798 charge=-1 energy_ev=-67230.9659 homo_ev=-5.804
C -0.41 1.18 2.71 -0.09
C 0.98 1.25 2.03 -0.23
C 2.05 0.42 2.73 -0.21
N 1.96 -1.04 2.54 0.06
C 1.80 -1.54 1.19 -0.35
C 2.72 -0.94 0.07 -0.65
O 3.75 -0.40 0.48 -0.01
O 2.30 -1.05 -1.08 -0.01
C 0.32 -1.64 0.83 -0.04
O -0.09 -2.85 1.53 0.02
C 1.04 -3.44 2.00 -0.57
O 1.08 -4.25 2.87 0.15
O 2.10 -2.97 1.29 0.11
H -0.37 0.56 3.60 0.08
H -1.19 0.78 2.06 0.05
H -0.73 2.18 3.03 0.06
H 0.91 1.02 0.96 0.10
H 1.33 2.28 2.09 0.09
H 3.03 0.79 2.43 0.10
H 1.94 0.60 3.81 0.11
H 2.86 -1.42 2.84 0.13
H 0.17 -1.82 -0.23 0.13
H -0.28 -0.81 1.18 0.09
C -4.06 -3.17 1.74 -0.05
C -3.16 -1.98 1.96 -0.29
O -3.75 -1.37 3.10 0.13
C -4.39 -2.34 3.81 -0.56
O -4.79 -2.21 4.92 0.17
O -4.51 -3.46 3.07 0.08
F -3.20 -1.10 0.92 0.06
H -4.91 -2.89 1.12 0.12
H -3.55 -4.03 1.31 0.15
H -2.12 -2.22 2.18 0.15
C -3.06 -0.99 -3.35 -0.04
C -4.32 -0.19 -3.10 -0.31
O -5.20 -1.15 -2.55 0.13
C -4.44 -2.11 -1.94 -0.54
O -4.84 -2.91 -1.17 0.17
O -3.15 -1.98 -2.32 0.08
F -4.86 0.30 -4.25 0.07
H -3.10 -1.47 -4.33 0.14
H -2.14 -0.43 -3.24 0.14
H -4.21 0.64 -2.40 0.17
C 5.35 0.19 -2.14 -0.04
C 4.45 1.01 -3.03 -0.31
O 5.09 0.92 -4.30 0.12
C 5.81 -0.24 -4.32 -0.57
O 6.28 -0.71 -5.30 0.15
O 5.89 -0.76 -3.08 0.08
F 4.39 2.32 -2.67 0.06
H 6.16 0.79 -1.74 0.14
H 4.82 -0.31 -1.33 0.10
H 3.43 0.62 -3.11 0.16
C -0.08 4.67 -1.51 -0.05
C -0.98 4.02 -0.47 -0.31
O -0.10 3.81 0.60 0.11
C 0.90 4.73 0.53 -0.54
O 1.66 4.98 1.40 0.19
O 0.88 5.34 -0.69 0.07
F -1.49 2.84 -0.89 0.07
H 0.42 3.90 -2.10 0.15
H -0.59 5.38 -2.15 0.14
H -1.81 4.65 -0.13 0.17

***

Record 2
28
Properties=species:S:1:pos:R:3:lowdin_charge:R:1 method="wB97M-V/def2-TZVPD" lumo_energy_ev=-6.1 multiplicity=1 homo_lumo_gap_ha=0.4178 charge=+2 energy_ev=-19403.8422 homo_ev=-17.475 de_lowest_kj_mol=41.4
Ba -0.03 0.19 0.22 2.16
O 0.55 -1.16 2.58 -0.17
H 1.43 -1.08 2.98 0.07
H -0.02 -1.48 3.30 0.07
O 2.04 -1.00 -1.25 -0.15
H 1.78 -1.69 -1.88 0.06
H 3.01 -1.06 -1.25 0.08
O -2.30 -0.85 1.30 -0.17
H -3.22 -0.55 1.43 0.09
H -2.33 -1.79 1.50 0.06
O -0.82 2.35 1.85 -0.15
H -1.03 2.11 2.77 0.07
H -0.19 3.09 1.93 0.07
O 2.44 0.90 1.02 -0.18
H 3.18 0.32 0.77 0.06
H 2.87 1.66 1.43 0.09
O -0.11 -2.77 0.04 -0.12
H 0.32 -3.47 -0.48 0.08
H -1.00 -3.11 0.15 0.05
O -2.17 1.82 -1.24 -0.12
H -1.90 1.16 -1.89 -0.02
H -2.29 2.64 -1.73 0.07
O 0.87 1.94 -1.67 -0.18
H 0.99 1.68 -2.59 0.07
H 1.39 2.76 -1.59 0.08
O -1.02 -0.59 -2.32 -0.15
H -1.59 -1.35 -2.13 0.08
H -0.83 -0.67 -3.27 0.10

***

Record 3
18
Properties=species:S:1:pos:R:3:lowdin_charge:R:1 method="wB97M-V/def2-TZVPD" lumo_energy_ev=0.7 multiplicity=1 homo_lumo_gap_ha=0.3919 charge=0 energy_ev=-7424.1873 smiles=C1CCCC1.O homo_ev=-9.922 de_lowest_kj_mol=301.4
C -1.78 0.57 -0.15 -0.26
C -0.41 1.24 0.17 -0.20
C 0.65 0.12 0.34 -0.22
C -0.32 -1.08 0.52 -0.24
C -1.43 -0.81 -0.53 -0.23
H 3.55 -0.51 -0.75 0.01
H 3.27 0.86 -0.12 0.08
H -2.45 0.32 0.90 0.18
H -2.24 1.16 -0.82 0.05
H -0.43 1.88 1.08 0.10
H -0.17 1.89 -0.82 0.14
H 1.41 0.04 1.24 0.14
H 1.10 -0.08 -0.68 0.10
H -0.67 -1.26 1.48 0.08
H 0.16 -1.97 0.43 0.07
H -2.48 -1.39 -0.58 0.14
H -0.76 -0.93 -1.50 0.14
O 2.98 -0.06 -0.21 -0.07

***

Record 4
35
Properties=species:S:1:pos:R:3:lowdin_charge:R:1 method="wB97M-V/def2-TZVPD" lumo_energy_ev=-2.5 multiplicity=1 homo_lumo_gap_ha=0.4040 charge=+1 energy_ev=-19253.7257 smiles="[H]/N=C/C[C@H]1CC[C@](CCN)(CC(=O)O)[NH2+]1" homo_ev=-13.507 de_lowest_kj_mol=0.0
N -3.84 -0.99 -0.84 0.12
C -2.67 -1.27 -1.23 -0.26
C -1.83 -0.21 -1.90 -0.11
C -0.39 -0.11 -1.39 -0.24
C 0.16 1.31 -1.28 -0.11
C 1.35 1.18 -0.33 -0.07
C 1.03 0.00 0.63 -0.36
C 0.79 0.35 2.11 -0.12
C -0.13 1.53 2.43 -0.22
N -1.28 1.60 1.51 0.01
C 2.12 -1.09 0.62 -0.02
C 2.15 -1.90 -0.66 -0.49
O 1.36 -2.78 -0.86 0.14
O 3.15 -1.60 -1.54 0.11
N -0.25 -0.58 0.04 0.13
H -4.31 -1.81 -0.45 0.07
H -2.23 -2.27 -1.13 0.13
H -1.81 -0.45 -2.96 0.14
H -2.34 0.75 -1.79 0.12
H 0.26 -0.73 -2.00 0.15
H 0.43 1.72 -2.25 0.14
H -0.62 1.94 -0.86 0.10
H 2.24 0.91 -0.89 0.12
H 1.55 2.10 0.21 0.13
H 1.79 0.53 2.52 0.14
H 0.42 -0.54 2.62 0.13
H 0.43 2.46 2.44 0.12
H -0.48 1.39 3.46 0.12
H -1.44 2.54 1.18 0.09
H -2.13 1.34 2.00 0.10
H 1.89 -1.80 1.41 0.14
H 3.09 -0.63 0.82 0.15
H 2.85 -1.11 -2.31 0.13
H -0.29 -1.60 0.12 0.16
H -1.04 -0.18 0.56 0.14

***

Record 5
18
Properties=species:S:1:pos:R:3:lowdin_charge:R:1 method="wB97M-V/def2-TZVPD" lumo_energy_ev=0.8 multiplicity=1 homo_lumo_gap_ha=0.3682 charge=0 energy_ev=-11486.5501 smiles="C=C(C)C(O)(O)OC" homo_ev=-9.248 de_lowest_kj_mol=350.9
C -1.23 -0.97 -1.57 -0.05
C -1.03 0.03 0.58 -0.68
O -1.48 0.15 -0.70 -0.06
O -1.19 -1.22 1.09 0.08
O -1.42 1.03 1.38 0.04
H -1.61 -1.11 1.96 0.13
H -1.78 -1.85 -1.22 0.09
H -1.60 -0.66 -2.54 0.09
H -0.17 -1.20 -1.61 0.09
C 1.31 1.27 -0.60 -0.08
C 0.80 0.41 0.52 -0.25
C 1.60 -0.36 1.25 0.04
H -0.41 1.45 1.12 0.18
H 1.35 2.32 -0.29 0.08
H 2.32 0.99 -0.91 0.08
H 0.65 1.24 -1.46 0.07
H 2.66 -0.46 1.04 0.06
H 1.22 -1.08 1.95 0.06

***

Record 6
20
Properties=species:S:1:pos:R:3:lowdin_charge:R:1 method="wB97M-V/def2-TZVPD" lumo_energy_ev=0.5 multiplicity=1 homo_lumo_gap_ha=0.3467 charge=0 energy_ev=-54512.7417 smiles="CN=P(Cl)(Cl)P(=O)(OC)OC" homo_ev=-8.969
C -0.93 -2.58 0.09 -0.22
C 0.18 1.73 2.13 -0.08
C -0.99 0.82 -1.99 -0.06
N 0.17 -1.99 0.94 -0.34
O 1.80 1.68 -1.46 -0.25
O 1.09 2.10 1.06 -0.29
O -0.67 1.39 -0.67 -0.28
P 1.05 -0.87 0.24 0.00
P 0.90 1.39 -0.38 0.38
Cl 1.79 -1.54 -1.64 0.24
Cl 2.67 -0.86 1.34 0.37
H -0.82 -2.68 -0.94 0.02
H -1.04 -3.55 0.54 0.05
H -1.91 -2.24 0.40 0.06
H -0.85 2.28 2.16 0.13
H 0.80 2.18 2.91 0.10
H 0.18 0.72 2.08 -0.01
H -2.15 0.58 -2.00 0.15
H -0.45 -0.06 -2.09 0.00
H -0.82 1.49 -2.71 0.04

***

Record 7
74
Properties=species:S:1:pos:R:3:lowdin_charge:R:1 method="wB97M-V/def2-TZVPD" lumo_energy_ev=1.9 multiplicity=1 homo_lumo_gap_ha=0.2238 charge=-1 energy_ev=-56882.1587 homo_ev=-4.193
C 3.34 1.75 -1.93 -0.09
C 2.83 2.06 -3.35 -0.27
O 1.48 2.46 -3.44 -0.17
C 1.16 3.59 -2.64 -0.17
C 0.09 3.19 -1.60 -0.33
C 0.60 2.36 -0.35 -0.24
O 0.46 0.99 -0.61 -0.37
P -0.76 0.67 -1.84 0.54
C -2.00 0.57 -0.36 -0.39
C -3.09 -0.48 -0.71 -0.12
F -1.26 -0.02 0.75 -0.15
O -0.94 2.38 -2.15 -0.30
H 4.34 1.28 -2.03 0.06
H 3.49 2.69 -1.40 0.03
H 2.70 1.05 -1.37 0.08
H 2.90 1.12 -3.93 0.11
H 3.53 2.76 -3.87 0.10
H 0.68 4.32 -3.33 0.12
H 2.03 4.11 -2.21 0.12
H -0.49 4.08 -1.26 0.13
H 1.61 2.71 -0.10 0.09
H -0.07 2.55 0.51 0.11
H -0.61 -0.77 -1.62 -0.02
H -1.81 0.37 -2.78 0.00
H 0.19 0.46 -2.91 -0.01
H -2.42 1.54 -0.04 0.11
H -2.60 -1.42 -1.01 0.04
H -3.74 -0.69 0.16 0.05
H -3.64 -0.14 -1.59 0.05
O -3.49 -0.34 2.91 -0.06
H -2.97 0.01 2.17 0.04
H -3.12 0.09 3.68 0.06
O 0.57 -2.53 0.75 -0.05
H 0.15 -2.66 1.61 0.00
H 0.63 -1.56 0.66 0.04
O -1.38 -3.05 3.28 -0.05
H -2.33 -3.21 3.25 0.04
H -1.26 -2.51 4.07 0.01
O 4.67 2.88 0.53 -0.05
H 4.02 3.10 1.20 0.04
H 5.43 2.57 1.03 0.04
O 5.38 -0.77 -1.98 -0.05
H 5.95 -1.25 -2.58 0.03
H 5.14 -1.42 -1.31 0.04
O -1.01 -2.88 6.34 -0.05
H -0.06 -2.96 6.48 0.04
H -1.28 -3.76 6.05 0.04
O 2.97 4.75 -6.17 -0.06
H 3.53 4.26 -6.77 0.03
H 2.73 4.10 -5.49 0.01
O -6.04 0.01 -1.62 -0.05
H -6.79 0.45 -1.21 0.03
H -6.45 -0.64 -2.20 0.03
O -2.66 -2.65 -3.09 -0.06
H -1.71 -2.73 -2.95 0.03
H -2.93 -3.53 -3.37 0.03
O 3.20 -3.91 0.95 -0.08
H 3.04 -4.14 0.03 -0.01
H 2.41 -3.39 1.18 -0.01
O 1.48 -1.16 4.04 -0.04
H 1.43 -0.51 3.33 0.05
H 1.15 -1.97 3.63 0.02
O 3.00 -0.37 6.82 -0.06
H 2.36 -0.69 6.16 0.00
H 3.03 -1.07 7.47 0.02
O -5.48 -2.38 2.47 -0.08
H -5.13 -2.81 1.69 0.03
H -5.04 -1.52 2.48 -0.01
O -5.65 1.52 2.18 -0.06
H -6.30 1.73 2.86 0.03
H -4.86 1.26 2.68 0.00
O 2.20 -3.46 -1.88 -0.05
H 2.18 -3.13 -2.78 0.04
H 1.30 -3.32 -1.55 0.03

***

Record 8
49
Properties=species:S:1:pos:R:3:lowdin_charge:R:1 method="wB97M-V/def2-TZVPD" lumo_energy_ev=-3.1 multiplicity=1 homo_lumo_gap_ha=0.3779 charge=+1 energy_ev=-33287.8683 homo_ev=-13.349 de_lowest_kj_mol=444.0
O 1.98 3.10 -2.24 0.07
H 1.12 3.10 -2.77 0.16
H 1.91 2.78 -1.05 0.10
O -4.63 -2.64 1.47 -0.05
H 0.57 -2.30 0.74 0.07
H 3.81 -1.23 0.43 0.04
O 0.64 -1.33 0.64 -0.05
H 1.65 3.12 0.59 0.12
H 3.20 -2.81 -4.20 0.03
O 2.36 2.59 0.13 0.07
H 1.95 1.71 0.41 0.12
H 3.79 -2.54 -1.62 0.02
O -0.10 3.53 -0.90 -0.10
H -4.05 -3.14 2.06 0.03
H -0.63 2.71 -1.03 0.05
O -0.65 -4.68 1.45 -0.08
H -1.31 -5.37 1.52 0.04
H 1.91 -2.16 -4.40 0.04
O -2.66 1.04 1.30 -0.08
H -0.38 1.87 3.52 0.01
H -2.64 0.72 2.23 0.03
O -2.66 2.41 -1.99 -0.07
H 0.70 0.68 -1.24 -0.01
H -3.36 1.94 -1.49 0.06
O 2.72 -2.37 -4.93 -0.07
H 2.32 3.97 -2.43 0.12
O 3.27 -0.44 0.23 -0.09
H -2.14 5.75 0.51 0.07
H 2.42 -0.91 0.15 -0.02
O -1.46 5.10 0.65 -0.02
H -1.31 4.90 1.59 0.09
H -0.68 -5.24 -0.62 0.04
O -2.04 -1.59 3.96 -0.05
H -0.07 -0.79 1.01 0.05
H 0.01 -4.01 -1.43 0.01
O 4.28 -3.11 -1.03 -0.04
H 5.20 -3.02 -1.22 0.04
H -2.70 -1.70 3.27 0.00
O -0.81 -4.43 -1.17 -0.08
H -2.65 -1.46 4.69 0.05
H -0.44 -4.65 2.42 0.08
O 1.01 0.50 -2.12 -0.05
H -0.63 4.20 -0.38 0.00
H 1.04 -0.50 -1.97 0.08
O -0.89 2.32 4.19 -0.06
H -3.26 3.11 -2.33 0.06
H -4.58 -2.84 0.54 0.03
H -3.59 0.80 1.09 0.05
H -0.19 2.74 4.74 0.06